(1)
Molecular formula: C5H14N2
Method: DFT, the ωB97M-V functional and the def2-TZVPD basis

Atoms and positions in Å:
N: -2.68 -0.07 -0.27
N: 2.74 -0.86 0.33
C: -1.34 -0.43 0.20
C: -0.99 0.41 1.42
C: 1.88 -1.65 0.08
C: -0.35 -0.20 -0.94
C: 2.02 1.43 -0.48
H: 0.01 0.17 1.78
H: 1.69 -2.69 0.29
H: -1.70 0.23 2.23
H: -1.28 -1.50 0.49
H: 1.42 2.25 -0.88
H: 0.75 -1.07 -0.47
H: 2.76 1.10 -1.20
H: 1.04 0.65 -0.48
H: -2.98 -0.67 -1.03
H: -1.03 1.47 1.16
H: 2.49 1.70 0.45
H: -0.54 0.78 -1.37
H: -3.36 -0.17 0.48
H: -0.52 -0.87 -1.78

**ΔE to the lowest compared entry with this formula, charge and spin**: 121.2 kcal per mole
**Kohn-Sham gap**: 8.9 eV
**Spin multiplicity**: 1

(2)
Molecular formula: C7H28O11
Method: DFT, the ωB97M-V functional and the def2-TZVPD basis

Atoms and positions in Å:
O: 3.80 -0.23 -0.36
O: -2.18 3.60 -1.25
O: 0.04 0.05 -4.17
O: 1.72 0.97 -1.59
O: -0.68 -3.97 3.28
O: -1.71 -4.32 0.67
O: 1.80 -2.02 -1.62
O: 2.44 1.50 1.30
O: 0.61 3.12 -0.73
O: -0.52 2.36 -3.26
O: -0.51 -3.40 -1.77
C: 0.43 2.05 2.38
C: -0.61 -0.31 1.55
C: 0.74 -0.18 1.46
C: -1.45 0.58 2.23
C: -0.88 1.74 2.74
C: 1.27 1.07 1.82
C: -2.91 0.32 2.32
H: 2.99 1.09 0.60
H: 0.93 2.99 2.23
H: 0.80 0.59 -3.94
H: -1.42 -3.39 3.50
H: -0.99 -1.27 1.17
H: -3.53 1.23 2.00
H: 4.40 -0.84 0.07
H: 1.37 2.50 -0.67
H: 2.67 0.80 -1.46
H: -0.48 3.07 -2.61
H: 2.06 -2.62 -2.32
H: -0.97 -3.66 -0.95
H: -2.11 -3.61 1.19
H: 1.40 0.07 -1.76
H: -3.35 -0.13 3.20
H: -0.25 -4.27 -2.11
H: 0.73 3.71 -1.47
H: 0.07 -3.36 3.25
H: 1.37 -0.93 0.98
H: 3.05 -0.85 -0.55
H: -0.77 0.54 -4.03
H: -1.55 2.86 -1.19
H: -1.32 2.56 3.23
H: -3.30 -0.27 1.50
H: 0.83 -2.24 -1.47
H: -1.02 2.86 -3.95
H: -1.88 4.35 -0.74
H: -1.13 -4.73 1.33

**ΔE to the lowest compared entry with this formula, charge and spin**: 66.3 kcal per mole
**SMILES string**: Cc1ccc(O)cc1.O.O.O.O.O.O.O.O.O.O
**Kohn-Sham gap**: 8.1 eV
**Spin multiplicity**: 1

(3)
Molecular formula: C5H8O2
Method: DFT, the ωB97M-V functional and the def2-TZVPD basis

Atoms and positions in Å:
O: -1.01 -0.05 -0.84
O: 0.73 0.23 -2.37
C: 0.88 -1.15 0.15
C: -0.13 -0.02 0.25
C: 0.18 1.32 0.80
C: -0.40 -0.04 -2.05
C: -0.84 0.42 1.47
H: 1.76 -0.96 -0.47
H: -0.58 -0.08 2.40
H: 0.27 -2.20 -0.67
H: -1.21 -0.37 -2.70
H: -0.19 2.18 0.25
H: 1.27 -1.41 1.16
H: 1.15 1.44 1.26
H: -1.89 0.69 1.36

**ΔE to the lowest compared entry with this formula, charge and spin**: 59.9 kcal per mole
**Kohn-Sham gap**: 11.1 eV
**Spin multiplicity**: 1

Look up the Kohn-Sham gap of the second one. 8.1 eV